Record 1
Molecular formula: C41H36BF4N4RhS2Te
Method: DFT, wB97M-V/def2-TZVPD

Atoms and positions in Å:
Rh (-0.41550, -1.06782, -0.50090)
C (6.27180, 1.29648, 0.14650)
C (6.08350, 0.14568, 1.08610)
C (7.12390, -0.29992, 1.88670)
C (6.96540, -1.37152, 2.74930)
C (5.74260, -2.01462, 2.82280)
C (4.69010, -1.58952, 2.03320)
C (4.84880, -0.50952, 1.16850)
N (3.80910, -0.08832, 0.32860)
C (2.45270, -0.21902, 0.52360)
N (2.04660, -0.14722, 1.80640)
C (0.79400, -0.36132, 2.39990)
C (-0.35430, -0.62422, 1.65210)
C (-1.55670, -0.83802, 2.31590)
C (-1.62060, -0.80062, 3.69980)
C (-0.47520, -0.51792, 4.42790)
C (0.74380, -0.30092, 3.80760)
C (1.96020, 0.00278, 4.64450)
N (1.66910, -0.28402, -0.50850)
C (2.20470, -0.40492, -1.80050)
C (2.17420, 0.69848, -2.65620)
C (2.62550, 0.59438, -3.95670)
C (3.14460, -0.60762, -4.41080)
C (3.21320, -1.69532, -3.55250)
C (2.75080, -1.62132, -2.24720)
C (2.81830, -2.80482, -1.33090)
H (7.23230, 1.77168, 0.31950)
H (5.48490, 2.03688, 0.27740)
H (6.24820, 0.95938, -0.88980)
H (8.07510, 0.20878, 1.83570)
H (7.79370, -1.70412, 3.35630)
H (5.60770, -2.85602, 3.48530)
H (3.74790, -2.11622, 2.06110)
H (4.06270, 0.15158, -0.62120)
H (2.79390, 0.00648, 2.46880)
H (-2.46450, -1.06562, 1.75820)
H (-2.55610, -0.98272, 4.21270)
H (-0.52770, -0.47832, 5.50730)
H (1.68280, 0.02518, 5.69700)
H (2.37750, 0.97838, 4.38860)
H (2.73150, -0.75892, 4.51890)
H (1.78920, 1.63188, -2.27450)
H (2.55700, 1.45028, -4.61190)
H (3.48910, -0.69652, -5.43180)
H (3.63970, -2.62712, -3.89690)
H (2.84660, -3.72552, -1.90560)
H (1.94990, -2.83612, -0.66930)
H (3.71260, -2.76802, -0.70620)
S (-0.87970, -0.04952, -2.91970)
C (-0.90390, 1.36398, -1.99150)
N (-0.88320, 1.31798, -0.68880)
C (-0.74770, 2.54758, -0.11740)
C (-0.62490, 2.82178, 1.24230)
C (-0.47280, 4.13098, 1.64970)
C (-0.45970, 5.17308, 0.72670)
C (-0.58280, 4.92148, -0.62710)
C (-0.71550, 3.61018, -1.04530)
S (-0.83740, 2.98428, -2.67250)
H (-0.62680, 2.00078, 1.94070)
H (-0.34640, 4.34518, 2.70070)
H (-0.34080, 6.18828, 1.07170)
H (-0.56850, 5.72518, -1.34510)
F (-1.05930, -3.20032, -1.73200)
B (-1.29480, -3.93032, -0.53250)
F (-2.54670, -3.49112, -0.04390)
F (-1.26210, -5.25722, -0.72200)
F (-0.29380, -3.46952, 0.34510)
Te (-3.12240, -1.20852, -1.25700)
C (-3.99120, 0.54508, -2.12850)
C (-4.15180, 1.75388, -1.46900)
C (-4.73490, 2.82448, -2.12690)
C (-5.15890, 2.69108, -3.43870)
C (-5.01220, 1.48128, -4.09610)
C (-4.42460, 0.41328, -3.44270)
C (-5.03150, -1.48812, -0.30190)
C (-5.48490, -0.62242, 0.68090)
C (-6.79560, -0.69912, 1.12010)
C (-7.66010, -1.63572, 0.57570)
C (-7.19700, -2.52432, -0.38200)
C (-5.88410, -2.45312, -0.81810)
H (-3.80260, 1.86368, -0.44930)
H (-4.85620, 3.77018, -1.61880)
H (-5.59080, 3.53618, -3.95440)
H (-5.34950, 1.37518, -5.11710)
H (-4.28180, -0.53532, -3.95070)
H (-4.80320, 0.11088, 1.09550)
H (-7.14240, -0.02132, 1.88640)
H (-8.69220, -1.67162, 0.89690)
H (-7.86140, -3.27002, -0.79490)
H (-5.50810, -3.14302, -1.56340)

Forces on the atoms, in the same order (eV/Å):
Rh -0.222 4.406 2.653
C -0.022 -0.050 0.050
C -0.123 0.047 0.028
C -0.051 -0.102 0.016
C 0.030 -0.006 0.060
C 0.051 0.023 0.062
C -0.066 0.000 -0.112
C 0.322 -0.166 0.434
N -0.272 0.299 -0.352
C 0.398 0.221 -0.239
N 0.451 -0.099 0.263
C -0.464 -0.135 -0.440
C -0.163 -1.248 -1.444
C -0.289 -0.097 -0.164
C 0.074 0.212 -0.016
C -0.086 -0.079 -0.049
C -0.204 0.110 -0.146
C -0.166 -0.042 -0.185
N -1.684 -1.137 0.600
C 0.844 0.008 -0.969
C 0.148 -0.218 0.445
C 0.112 0.011 -0.063
C -0.040 0.025 0.018
C 0.036 0.086 -0.107
C -0.237 0.253 0.248
C -0.113 0.016 0.028
H 0.069 0.066 -0.025
H -0.059 0.104 -0.044
H -0.008 0.042 -0.159
H 0.107 0.053 -0.037
H 0.058 -0.016 0.061
H -0.022 -0.083 0.042
H -0.090 -0.085 0.004
H -0.054 -0.095 0.066
H -0.017 0.003 -0.175
H 0.289 0.000 0.080
H -0.013 -0.011 -0.060
H 0.036 0.003 0.073
H 0.056 0.002 -0.030
H 0.136 0.041 0.029
H 0.133 0.014 0.015
H -0.112 0.113 -0.010
H 0.035 0.050 -0.066
H 0.032 -0.030 -0.020
H -0.020 -0.092 -0.062
H -0.003 -0.115 0.002
H 0.039 -0.133 -0.019
H 0.057 -0.011 0.068
S 0.188 -0.473 -0.273
C 0.114 0.173 -0.693
N 0.328 -1.943 -0.309
C 0.137 1.007 0.391
C 0.021 -0.158 -0.121
C 0.026 -0.017 0.043
C 0.028 0.089 0.020
C -0.034 0.043 0.037
C -0.064 -0.349 0.009
S -0.069 -0.332 0.473
H -0.043 -0.070 0.157
H -0.047 0.041 0.081
H 0.005 0.115 0.019
H 0.012 0.139 -0.084
F 0.359 -0.243 -0.476
B -0.460 0.518 -0.291
F -0.160 -0.308 0.385
F 0.114 -0.857 -0.061
F 0.568 0.654 0.392
Te -1.016 -0.425 -0.988
C 0.381 -0.032 0.225
C 0.126 -0.086 0.133
C -0.057 0.131 0.004
C -0.007 0.100 -0.009
C -0.026 0.039 -0.022
C 0.138 -0.342 0.057
C 0.505 0.140 0.487
C 0.174 0.003 0.077
C -0.056 0.101 0.088
C 0.001 -0.021 -0.001
C -0.090 0.024 0.011
C 0.394 -0.101 -0.167
H -0.025 0.061 0.022
H 0.020 0.077 0.072
H -0.083 0.060 -0.018
H 0.003 -0.031 -0.073
H -0.039 0.094 -0.035
H -0.113 0.064 0.062
H -0.053 0.073 0.049
H -0.013 -0.039 0.045
H -0.023 -0.046 -0.039
H -0.078 -0.035 -0.029

Summary:
Gap between HOMO and LUMO (alpha / beta)   5.8 / 6.3 eV
Highest occupied orbital energy (alpha / beta)   -7.672 / -7.671 eV
Energy   -3402.46454 Ha
Strongest force on any atom   5.15 eV/A
LUMO (alpha / beta)   -1.833 / -1.381 eV


Record 2
Molecular formula: C41H36BF5N2SV
Method: DFT, wB97M-V/def2-TZVPD

Atoms and positions in Å:
V (-0.48084, -0.20489, 0.56185)
C (1.82616, -2.59332, 2.66237)
C (3.02479, -1.64756, 2.58624)
C (2.95979, -0.45869, 3.54574)
C (3.26596, -1.28567, 1.13452)
C (4.40537, -1.87284, 0.59336)
C (4.76133, -1.73318, -0.73004)
C (3.94183, -0.99143, -1.54945)
C (2.79156, -0.37993, -1.06409)
C (1.99820, 0.43539, -2.05537)
C (1.56089, -0.45372, -3.22443)
C (2.80514, 1.63268, -2.56567)
C (2.42840, -0.51904, 0.29171)
N (1.29034, 0.21480, 0.78663)
C (1.63252, 1.42299, 1.34130)
C (2.89651, 2.03666, 1.23479)
C (3.15833, 3.22652, 1.88346)
C (2.19340, 3.86322, 2.64939)
C (0.92805, 3.30785, 2.75018)
C (0.67993, 2.12628, 2.09283)
F (-0.56620, 1.53993, 2.17356)
H (1.55183, -2.79787, 3.69361)
H (2.07459, -3.53715, 2.18472)
H (0.96953, -2.18111, 2.13589)
H (3.89900, -2.22281, 2.91251)
H (2.14872, 0.22956, 3.33158)
H (3.89046, 0.10196, 3.48825)
H (2.84620, -0.82339, 4.56513)
H (5.03599, -2.45907, 1.24289)
H (5.65814, -2.19740, -1.10958)
H (4.20392, -0.87672, -2.58943)
H (1.10651, 0.82806, -1.55861)
H (2.41630, -0.85016, -3.76548)
H (0.96252, 0.12326, -3.92348)
H (0.96938, -1.29116, -2.86008)
H (3.66559, 1.30538, -3.14489)
H (3.15789, 2.24346, -1.73671)
H (2.17895, 2.25050, -3.20489)
H (3.66864, 1.56344, 0.64733)
H (4.13893, 3.66421, 1.79806)
H (2.41742, 4.78851, 3.15509)
H (0.14460, 3.77619, 3.32382)
S (-4.52252, -2.47675, 0.70181)
C (-4.97844, -1.28968, -0.47900)
C (-6.14777, -1.24458, -1.22161)
C (-6.37045, -0.14068, -2.01632)
C (-5.44174, 0.89917, -2.06128)
C (-4.26715, 0.84769, -1.33953)
C (-4.00964, -0.26231, -0.53384)
N (-2.95057, -0.45301, 0.32403)
C (-3.11898, -1.52017, 1.05707)
C (-2.30265, -1.74565, 2.22141)
C (-2.72401, -2.59466, 3.24716)
C (-2.05885, -2.60242, 4.45474)
C (-1.00689, -1.72611, 4.65745)
C (-0.56727, -0.90870, 3.62131)
C (-1.16829, -0.94820, 2.37996)
H (-6.86991, -2.04172, -1.14785)
H (-7.28317, -0.06910, -2.58709)
H (-5.65978, 1.76999, -2.65929)
H (-3.57561, 1.67482, -1.36482)
H (-3.59079, -3.21837, 3.08904)
H (-2.37873, -3.25780, 5.24859)
H (-0.51252, -1.68013, 5.61576)
H (0.26466, -0.24922, 3.82091)
C (-1.54781, 0.64690, -4.85495)
C (-1.73269, -0.38598, -3.92819)
C (-1.55315, -0.16600, -2.58940)
C (-1.21421, 1.10806, -2.08421)
C (-1.02189, 1.39941, -0.70220)
C (-0.99186, 2.71275, -0.30981)
C (-0.93686, 3.76650, -1.24083)
C (-0.93274, 3.49837, -2.57701)
C (-1.11874, 2.17596, -3.03181)
C (-1.24575, 1.90236, -4.40923)
H (-1.64956, 0.45398, -5.90898)
H (-2.00469, -1.37220, -4.27232)
H (-1.71899, -0.98807, -1.91289)
H (-1.02510, 3.02274, 0.71999)
H (-0.87125, 4.77770, -0.86832)
H (-0.83760, 4.29351, -3.30065)
H (-1.11748, 2.72371, -5.10120)
F (-1.38387, -3.41609, -1.35475)
B (-0.39297, -3.43494, -0.48690)
F (-0.17613, -1.51300, -0.43273)
F (0.81213, -3.77096, -0.86513)
F (-0.70429, -3.50085, 0.79831)

Forces on the atoms, in the same order (eV/Å):
V -1.958 2.566 1.204
C 0.221 0.013 -0.118
C -0.260 0.090 0.181
C 0.038 -0.144 -0.094
C 0.021 -0.150 0.199
C -0.001 0.102 -0.037
C -0.140 0.100 -0.040
C 0.106 -0.071 0.136
C -0.310 0.162 0.165
C -0.047 0.024 -0.075
C -0.088 0.177 0.234
C -0.157 -0.087 0.165
C 1.170 -0.902 -0.850
N -0.459 -0.653 0.038
C 0.083 2.012 0.922
C -0.325 -0.290 -0.048
C 0.010 0.026 0.002
C -0.108 -0.141 -0.076
C -0.199 -0.159 0.034
C 0.586 -0.116 -0.141
F 0.405 -0.030 -0.332
H -0.110 -0.016 0.102
H 0.019 -0.128 -0.092
H 0.029 -0.129 0.153
H -0.111 0.095 -0.139
H -0.012 -0.008 0.087
H 0.061 0.126 0.053
H -0.027 0.010 0.101
H 0.031 -0.079 0.118
H 0.072 -0.046 -0.054
H -0.025 0.070 -0.102
H 0.262 -0.071 -0.161
H 0.105 -0.019 -0.025
H -0.070 0.025 -0.089
H -0.018 -0.100 -0.098
H 0.099 -0.006 -0.050
H 0.059 0.117 0.021
H -0.049 0.095 -0.096
H 0.022 -0.078 0.019
H 0.143 0.047 -0.053
H 0.002 0.080 0.052
H -0.117 0.039 0.073
S 0.314 0.404 -0.101
C 0.418 0.242 0.107
C -0.034 -0.025 -0.036
C -0.006 -0.080 0.027
C 0.096 -0.016 0.051
C 0.010 0.141 0.070
C -0.948 -0.212 -0.575
N 1.169 -0.242 0.662
C -0.866 -0.313 -0.348
C 0.247 -0.151 0.542
C 0.091 0.121 -0.351
C 0.013 -0.008 0.035
C 0.074 0.175 -0.205
C 0.212 0.172 0.371
C 0.004 0.072 -0.568
H -0.114 -0.072 -0.039
H -0.070 -0.003 -0.057
H 0.037 0.090 -0.076
H 0.020 0.034 0.006
H -0.102 -0.075 0.081
H -0.072 -0.070 0.083
H 0.050 0.011 0.085
H 0.053 -0.023 -0.083
C 0.043 0.248 0.010
C -0.037 -0.085 0.249
C -0.064 -0.164 -0.189
C 0.002 -0.115 -0.551
C 0.270 -0.145 0.561
C -0.038 -0.093 0.333
C 0.010 0.005 -0.329
C -0.012 0.129 0.248
C 0.065 -0.297 0.345
C -0.056 -0.056 -0.110
H -0.045 -0.033 -0.188
H -0.038 -0.102 -0.010
H -0.006 -0.038 -0.049
H 0.088 -0.144 0.076
H -0.003 0.093 -0.031
H -0.017 0.097 -0.097
H -0.028 0.024 -0.073
F -0.451 0.083 -0.527
B -0.287 -0.963 0.207
F 0.442 -0.873 -1.071
F 0.693 0.005 -0.276
F -0.080 -0.296 0.499

Summary:
Charge   +1
Gap between HOMO and LUMO (alpha / beta)   6.2 / 6.2 eV
Highest occupied orbital energy (alpha / beta)   -10.864 / -10.864 eV
Energy above the lowest of the compared OMol25 structures with the same formula, charge and spin   100.1 kJ/mol
Energy   -3559.81416 Ha
Strongest force on any atom   3.44 eV/A
LUMO (alpha / beta)   -4.696 / -4.691 eV